Entry 1:
ORCA calculation (ωB97M-V/def2-TZVPD) on an isolated ion of composition C9H19N2O and charge +1.

CARTESIAN COORDINATES (ANGSTROEM)
C: -2.884 1.230 -0.617
C: -1.522 1.040 0.002
C: -1.113 2.155 0.926
N: -0.748 0.032 -0.323
C: -1.136 -0.557 -1.643
C: 0.536 -0.539 0.243
C: 0.729 -0.156 1.722
C: 0.653 -2.003 0.099
C: 1.712 0.151 -0.542
C: 3.172 -0.367 -0.286
N: 1.616 1.576 -0.364
O: 2.517 2.289 -0.596
H: -3.491 1.954 -0.094
H: -3.298 0.311 -0.634
H: -3.003 1.591 -1.636
H: -1.694 3.091 0.568
H: -0.045 2.219 0.728
H: -1.219 1.958 1.956
H: -1.190 0.170 -2.393
H: -0.339 -1.121 -1.959
H: -2.115 -1.030 -1.560
H: -0.069 -0.510 2.393
H: 0.863 0.900 2.007
H: 1.560 -0.661 1.898
H: -0.173 -2.336 0.533
H: 1.556 -2.407 0.653
H: 0.985 -2.396 -0.886
H: 1.606 -0.094 -1.586
H: 3.153 -1.434 -0.417
H: 3.528 -0.232 0.709
H: 3.755 0.054 -1.119

Its SMILES is CC(C)=[N+](C)C(C)(C)[C@H](C)N=O. The calculation puts the HOMO energy at -12.37 eV. Its charge is +1. The calculation puts the frontier orbital gap at 8.6 eV. The spin multiplicity is 1.



Entry 2:
ORCA calculation (ωB97M-V/def2-TZVPD) on C36H48F4N7OPZn as an isolated structure.

CARTESIAN COORDINATES (ANGSTROEM)
Zn: 0.851 -1.212 1.077
C: -2.768 -0.682 1.309
C: -2.039 0.318 2.197
N: -0.793 -0.185 2.833
C: -1.141 -0.853 4.102
C: -1.888 -2.174 3.958
C: 0.104 0.964 3.155
C: 0.856 1.525 1.953
N: 1.733 0.484 1.428
C: 2.863 0.804 0.744
C: 3.839 -0.186 0.488
F: 3.603 -1.433 0.948
C: 5.013 0.054 -0.176
F: 5.877 -0.956 -0.333
C: 5.327 1.307 -0.671
C: 4.384 2.287 -0.469
F: 4.595 3.518 -0.964
C: 3.201 2.059 0.203
F: 2.313 3.083 0.252
H: -3.608 -0.178 0.818
H: -3.158 -1.538 1.857
H: -2.105 -1.045 0.523
H: -2.718 0.677 2.984
H: -1.773 1.174 1.581
H: -1.735 -0.162 4.716
H: -0.220 -1.028 4.646
H: -2.952 -2.027 3.767
H: -1.798 -2.741 4.887
H: -1.464 -2.777 3.152
H: 0.850 0.632 3.877
H: -0.490 1.754 3.635
H: 1.432 2.392 2.276
H: 0.132 1.869 1.211
H: 6.255 1.502 -1.191
C: 3.417 -3.902 5.656
C: 3.087 -2.619 5.250
C: 2.439 -2.424 4.037
C: 2.119 -3.508 3.235
C: 2.480 -4.794 3.621
C: 3.121 -4.986 4.834
N: 1.461 -3.204 1.990
N: 1.556 -4.084 1.135
C: 1.062 -3.748 -0.164
C: 1.122 -4.785 -1.089
C: 0.765 -4.539 -2.403
C: 0.361 -3.257 -2.762
C: 0.299 -2.236 -1.814
C: 0.652 -2.448 -0.483
H: 3.914 -4.061 6.606
H: 3.344 -1.766 5.870
H: 2.220 -1.431 3.663
H: 2.250 -5.625 2.968
H: 3.401 -5.987 5.138
H: 1.451 -5.766 -0.763
H: 0.814 -5.327 -3.142
H: 0.098 -3.047 -3.794
H: -0.026 -1.252 -2.131
O: -0.671 0.626 -0.557
P: -1.300 1.361 -1.683
N: -0.176 1.560 -2.867
C: 1.265 1.692 -2.595
C: 1.853 1.524 -3.987
C: 0.876 2.332 -4.855
C: -0.503 2.112 -4.196
N: -2.636 0.646 -2.326
C: -3.727 1.337 -3.046
C: -4.452 0.209 -3.788
C: -4.120 -1.043 -2.971
C: -2.666 -0.806 -2.597
N: -1.863 2.876 -1.328
C: -2.917 3.009 -0.284
C: -2.329 4.002 0.714
C: -1.528 4.929 -0.205
C: -0.834 3.933 -1.128
H: 1.592 0.942 -1.875
H: 1.520 2.684 -2.198
H: 1.828 0.468 -4.267
H: 2.880 1.882 -4.055
H: 0.878 2.024 -5.901
H: 1.143 3.391 -4.818
H: -1.112 1.398 -4.755
H: -1.068 3.048 -4.125
H: -3.358 2.106 -3.723
H: -4.399 1.823 -2.335
H: -4.054 0.102 -4.800
H: -5.522 0.402 -3.864
H: -4.258 -1.968 -3.530
H: -4.737 -1.083 -2.069
H: -2.016 -1.071 -3.438
H: -2.332 -1.367 -1.732
H: -3.167 2.043 0.156
H: -3.825 3.423 -0.729
H: -1.645 3.487 1.396
H: -3.094 4.510 1.301
H: -0.820 5.572 0.318
H: -2.215 5.555 -0.780
H: 0.056 3.535 -0.630
H: -0.528 4.369 -2.080

The calculation puts the HOMO energy at -7.10 eV. Its charge is 0. The calculation puts the frontier orbital gap at 6.8 eV. The spin multiplicity is 1.



Entry 3:
ORCA calculation (ωB97M-V/def2-TZVPD) on C36H37IrN9O3STe as an isolated structure.

CARTESIAN COORDINATES (ANGSTROEM)
Ir: 2.199 0.466 1.706
N: 2.787 0.058 4.096
N: 4.168 0.143 4.280
C: 4.908 0.800 3.365
N: 6.221 0.825 3.473
N: 4.185 1.386 2.407
N: 4.779 2.016 1.317
O: 3.988 2.393 0.478
O: 5.986 2.177 1.262
H: 2.316 0.749 4.673
H: 2.467 -0.866 4.362
H: 4.589 -0.234 5.112
H: 6.711 0.336 4.203
H: 6.734 1.319 2.755
N: -1.657 -1.098 2.591
C: -1.837 -2.485 2.336
C: -3.007 -3.107 2.726
C: -3.164 -4.475 2.550
C: -2.151 -5.222 1.983
C: -0.995 -4.586 1.542
C: -0.850 -3.224 1.713
S: 0.602 -2.416 1.106
N: 0.540 -0.933 1.904
C: -0.522 -0.402 2.391
C: -0.466 1.015 2.753
C: -1.492 1.726 3.348
C: -1.372 3.098 3.519
C: -0.217 3.726 3.090
C: 0.801 2.937 2.589
N: 0.684 1.609 2.457
H: -2.432 -0.617 3.009
H: -3.794 -2.516 3.185
H: -4.080 -4.958 2.864
H: -2.253 -6.294 1.882
H: -0.192 -5.150 1.081
H: -2.389 1.228 3.689
H: -2.175 3.658 3.980
H: -0.096 4.799 3.163
H: 1.749 3.363 2.286
C: -3.796 -4.195 -1.680
C: -2.975 -2.949 -1.491
C: -1.691 -2.839 -2.004
C: -0.936 -1.675 -1.875
C: 0.415 -1.628 -2.525
C: -1.499 -0.592 -1.196
Te: -0.514 1.277 -0.973
N: 1.682 0.399 -0.188
C: 2.821 -0.136 -0.556
O: 3.501 -0.617 0.459
C: 3.310 -0.111 -1.946
C: 4.279 -1.032 -2.339
C: 4.787 -0.988 -3.628
C: 4.337 -0.019 -4.515
C: 3.370 0.899 -4.125
C: 2.850 0.852 -2.842
C: -1.806 2.184 -2.406
C: -2.415 1.436 -3.411
C: -3.334 2.034 -4.256
C: -3.610 3.387 -4.123
C: -2.975 4.139 -3.143
C: -2.053 3.562 -2.276
C: -1.404 4.394 -1.195
C: -2.808 -0.664 -0.680
C: -3.512 0.512 -0.043
C: -3.511 -1.850 -0.825
H: -3.343 -4.860 -2.414
H: -4.803 -3.943 -2.010
H: -3.889 -4.741 -0.739
H: -1.266 -3.675 -2.551
H: 0.427 -2.239 -3.427
H: 1.187 -2.014 -1.857
H: 0.686 -0.611 -2.798
H: 4.616 -1.771 -1.623
H: 5.544 -1.696 -3.939
H: 4.755 0.029 -5.513
H: 3.039 1.659 -4.822
H: 2.121 1.578 -2.510
H: -2.186 0.382 -3.517
H: -3.825 1.446 -5.021
H: -4.313 3.864 -4.794
H: -3.192 5.197 -3.052
H: -1.645 5.448 -1.318
H: -0.316 4.288 -1.214
H: -1.754 4.080 -0.207
H: -2.846 1.096 0.599
H: -4.369 0.180 0.544
H: -3.887 1.187 -0.816
H: -4.526 -1.909 -0.444

The calculation puts the HOMO energy (alpha / beta) at -12.53 / -12.58 eV. As for the expectation value of S²: 0.760. Its charge is +2. The calculation puts the frontier orbital gap (alpha / beta) at 6.4 / 5.8 eV. The spin multiplicity is 2.



Entry 4:
ORCA calculation (ωB97M-V/def2-TZVPD) on C4H6O2Tl as an isolated structure.

CARTESIAN COORDINATES (ANGSTROEM)
O: 0.779 -2.378 0.493
C: -0.987 1.704 1.929
Tl: 0.048 -0.564 1.555
O: -1.453 1.128 0.837
C: -2.430 1.728 -0.043
H: -3.251 1.014 -0.181
H: -2.784 2.658 0.422
H: -1.940 1.922 -1.006
C: 1.638 -2.615 -0.401
C: 2.421 -1.373 -0.826
H: 1.802 -0.465 -0.967
H: 3.185 -1.172 -0.057
H: 2.973 -1.588 -1.756

The calculation puts the HOMO energy (alpha / beta) at -1.43 / -1.57 eV. Its charge is -1. The calculation puts the frontier orbital gap (alpha / beta) at 4.8 / 4.9 eV. The spin multiplicity is 1.



The calculation returns the following energy relative to the best compared isomer or geometry (same formula, charge and spin) values, one per record and in order: 4.751, 0.000, 1.524, 4.078 eV.